The following is a DFT calculation (ωB97M-V/def2-TZVPD) of the ion C4H6N3 with charge +1 in a non-equilibrium geometry.

XYZ file:
```
13
Properties=species:S:1:pos:R:3:forces:R:3
C -0.588 -0.851 1.439 1.07 -1.68 -2.23
C 0.075 -0.354 -1.716 -0.29 1.14 -0.30
C 0.262 1.197 0.180 0.21 0.25 0.59
C -0.348 0.405 1.297 0.00 0.66 0.02
N 0.100 -2.160 -0.088 -1.18 1.46 3.27
N 0.067 0.742 -1.141 -0.05 -0.30 -0.88
N 0.243 -1.693 -1.187 0.44 -0.54 -1.01
H -0.983 -1.582 2.106 -0.10 -0.37 0.10
H -0.050 -0.379 -2.795 0.01 -0.27 -0.10
H -0.134 2.219 0.209 0.13 -0.24 0.20
H 1.347 1.280 0.344 -0.14 0.04 0.04
H -0.676 1.017 2.145 -0.04 -0.24 0.06
H 0.518 -2.364 -1.936 -0.06 0.11 0.24
```
Positions in Å, forces in eV/Å.

The LUMO energy is -0.213 Eh. As for the charge: +1.

The following is a DFT calculation (ωB97M-V/def2-TZVPD) of a cluster of 2 separate species, C4H6N3 in total in a non-equilibrium geometry.

XYZ file:
```
13
Properties=species:S:1:pos:R:3:forces:R:3
C 2.577 1.012 0.234 0.76 -0.44 -0.87
C 1.845 0.070 -0.631 -3.59 2.52 1.06
C -1.013 -0.834 0.338 0.05 0.84 0.72
C -1.094 0.667 0.297 -3.78 1.36 -0.57
N 2.816 -0.169 0.693 1.06 1.23 3.39
N 0.080 0.044 0.500 5.89 -0.57 -0.30
N 2.593 -1.024 -0.376 -0.76 -2.39 -1.39
H 2.684 2.023 0.697 -0.39 -1.15 -0.68
H -1.149 -1.405 1.219 -0.51 -0.44 0.80
H -1.008 -1.385 -0.527 -0.52 -0.98 -2.19
H -1.441 1.163 -0.656 0.64 -0.62 1.09
H -1.418 1.142 1.246 0.02 0.22 -0.84
H 1.941 -1.810 -0.105 1.11 0.42 -0.21
```
Positions in Å, forces in eV/Å.

The LUMO energy (alpha / beta) is -0.239 / -0.230 Eh. As for the charge: +1.

The following is a DFT calculation (ωB97M-V/def2-TZVPD) of the ion C4H6N3 with charge +1 in a non-equilibrium geometry.

XYZ file:
```
13
Properties=species:S:1:pos:R:3:forces:R:3
C 2.204 0.638 -0.021 0.54 0.41 0.09
C 1.125 -0.333 -0.008 -0.93 -0.30 -0.02
C -0.207 -0.016 -0.025 0.71 0.19 0.02
C -1.184 -1.013 -0.004 0.41 0.76 0.01
N -2.472 -0.787 0.005 0.66 -4.03 0.02
N -3.116 0.232 0.008 -1.31 3.15 -0.02
N -3.863 1.054 0.010 0.18 -0.07 0.01
H 3.060 0.277 -0.595 -0.07 0.02 -0.09
H 1.889 1.622 -0.358 0.00 0.02 -0.03
H 2.591 0.747 1.003 -0.06 -0.07 0.02
H 1.401 -1.382 0.030 -0.04 -0.08 0.02
H -0.521 1.022 -0.043 0.05 0.04 -0.04
H -0.907 -2.061 -0.001 -0.13 -0.04 0.01
```
Positions in Å, forces in eV/Å.

Its structure (SMILES) is C/C=C/C=N\[N+]#N. The LUMO energy (alpha / beta) is -0.235 / -0.235 Eh. As for the charge: +1.

The following is a DFT calculation (ωB97M-V/def2-TZVPD) of a structure of composition C4H6N3 in a non-equilibrium geometry.

XYZ file:
```
13
Properties=species:S:1:pos:R:3:forces:R:3
C 0.747 -1.783 -0.206 -0.18 0.28 -0.55
C 0.770 -0.610 0.406 0.07 -0.72 -0.66
C -0.345 1.175 -0.986 -1.08 -4.15 -1.56
C -1.140 0.904 0.275 0.80 0.30 -3.02
N 1.052 -2.410 1.108 0.37 -0.32 1.11
N 1.068 -1.332 1.725 0.07 -0.11 0.42
N 0.326 0.720 0.231 0.14 -0.30 0.89
H 0.513 -2.344 -1.090 -0.04 0.33 -0.48
H -0.378 0.275 -1.789 0.23 2.67 1.82
H -0.279 2.176 -1.287 0.74 1.07 -0.46
H -1.428 1.832 0.625 -0.89 1.24 1.65
H -1.747 0.052 0.153 -0.48 -0.88 0.90
H 0.841 1.345 0.834 0.27 0.59 -0.06
```
Positions in Å, forces in eV/Å.

The LUMO energy is -0.202 Eh. As for the charge: +1.

The following is a DFT calculation (ωB97M-V/def2-TZVPD) of the ion C4H6N3O2 with charge -1 in a non-equilibrium geometry.

XYZ file:
```
15
Properties=species:S:1:pos:R:3:forces:R:3
C 2.386 0.933 0.368 -0.10 -0.10 0.09
N 1.027 1.309 0.722 -0.16 0.13 0.64
N 0.093 0.486 0.032 -0.15 0.10 -0.97
C -0.408 -0.472 0.753 -0.33 -0.33 -0.09
O -0.214 -0.777 1.951 0.17 -0.09 0.58
N -1.336 -1.324 0.061 0.20 -0.17 0.38
C -2.093 -0.974 -1.066 -0.23 -0.64 0.65
C -1.907 -0.050 -1.962 0.35 1.23 -1.16
O -1.864 0.695 -2.881 -0.04 -0.54 0.73
H 2.474 0.963 -0.718 0.06 0.02 -0.02
H 3.077 1.658 0.806 0.06 -0.01 -0.02
H 2.668 -0.077 0.710 -0.03 0.03 -0.09
H 0.902 1.129 1.729 0.05 -0.03 -0.44
H -1.829 -1.910 0.719 0.10 0.25 -0.09
H -2.975 -1.588 -1.224 0.07 0.14 -0.19
```
Positions in Å, forces in eV/Å.

Its structure (SMILES) is CN/N=C(\[O-])NC=C=O. The LUMO energy is 0.140 Eh. As for the charge: -1.

The following is a DFT calculation (ωB97M-V/def2-TZVPD) of a cluster of 2 separate species, C4H6N3O3 in total in a non-equilibrium geometry.

XYZ file:
```
16
Properties=species:S:1:pos:R:3:forces:R:3
C 1.532 -0.639 0.527 -1.78 -0.43 -2.72
C 0.131 -0.357 -0.114 1.80 -1.27 0.70
C 3.479 0.899 0.178 -0.23 -0.59 1.18
C -3.967 0.756 0.105 1.03 -0.35 0.01
N 2.348 0.504 0.213 -1.65 -1.24 0.07
N -0.681 -1.398 -0.329 0.20 2.41 -0.23
N -0.152 0.876 -0.424 1.04 -1.11 0.42
O 4.506 1.384 0.270 1.49 0.66 -0.51
O -4.934 1.010 0.619 -2.59 0.73 0.99
O -2.939 0.473 -0.338 1.32 -0.37 -1.04
H 1.722 -1.657 0.074 1.01 1.23 0.31
H -1.482 -1.136 -0.862 -0.91 -0.50 -0.12
H 0.640 1.544 -0.274 -1.31 -0.41 -0.48
H -1.025 0.942 -0.901 -0.44 1.46 -0.31
H 1.271 -0.840 1.533 0.49 0.29 1.52
H -0.449 -2.362 -0.278 0.51 -0.51 0.24
```
Positions in Å, forces in eV/Å.

The LUMO energy is -0.123 Eh. As for the charge: +1.

The following is a DFT calculation (ωB97M-V/def2-TZVPD) of the ion C4H6N3OS with charge +1 in a non-equilibrium geometry.

XYZ file:
```
15
Properties=species:S:1:pos:R:3:forces:R:3
C -0.884 -1.256 0.481 -0.06 -1.22 0.29
N 0.169 -1.893 0.282 0.07 0.16 0.21
N 1.186 -1.551 -0.527 0.19 -1.82 -2.32
C 1.818 -0.549 -0.231 -1.56 2.68 4.15
O 2.658 0.420 -0.291 2.28 -0.17 -2.15
C 1.617 0.619 0.715 0.47 -0.06 0.67
S 0.464 1.855 0.175 0.04 0.29 0.52
C -0.659 0.928 -0.892 -0.32 3.40 0.98
N -1.476 0.062 -0.093 0.86 -4.06 -0.01
H -1.519 -1.719 1.254 -0.29 0.66 -0.62
H 2.074 0.766 1.746 -0.90 -0.47 -1.40
H -0.171 0.448 -1.682 0.34 -0.83 -1.26
H -1.334 1.773 -1.202 0.65 -0.94 -0.35
H -1.633 0.369 0.825 -1.16 2.09 1.39
H -2.311 -0.274 -0.559 -0.62 0.31 -0.11
```
Positions in Å, forces in eV/Å.

Its structure (SMILES) is C1=N\N=C2\O[C@H]2SC[NH2+]/1. The LUMO energy is -0.138 Eh. As for the charge: +1.

The following is a DFT calculation (ωB97M-V/def2-TZVPD) of the ion C4H6N3S2 with charge -1 in a non-equilibrium geometry.

XYZ file:
```
15
Properties=species:S:1:pos:R:3:forces:R:3
C 2.439 -0.572 -0.668 -0.32 1.20 -2.40
C 1.160 -0.354 -0.027 -1.07 -0.03 4.05
N 0.975 -0.162 1.311 2.38 -0.75 -1.43
N -0.297 0.111 1.477 -1.09 1.42 1.49
S -1.058 0.775 3.055 0.81 -0.84 -1.53
C -0.883 0.154 0.301 -1.89 0.21 0.68
C -2.266 0.518 0.087 -1.91 -2.20 -1.20
N -0.032 -0.181 -0.626 1.43 -0.47 -1.46
S -0.301 -0.464 -2.285 -0.39 -0.01 -1.18
H 2.804 -1.575 -0.793 0.04 -0.53 0.43
H 2.216 -0.226 -1.739 0.75 -0.25 1.26
H 3.124 0.095 -0.163 0.58 -0.13 -0.10
H -2.602 0.378 -1.002 0.61 -0.55 1.67
H -2.873 -0.034 0.867 0.30 0.72 -1.11
H -2.404 1.536 0.206 -0.23 2.22 0.83
```
Positions in Å, forces in eV/Å.

Its structure (SMILES) is Cc1n[n+]([S-])c(C)n1[S-]. The LUMO energy is 0.129 Eh. As for the charge: -1.

The following is a DFT calculation (ωB97M-V/def2-TZVPD) of the molecule C4H6N4 in a non-equilibrium geometry.

XYZ file:
```
14
Properties=species:S:1:pos:R:3:forces:R:3
H 0.981 -1.412 1.171 1.41 0.95 0.46
N 1.887 -0.845 1.241 -0.42 2.92 -4.82
C 1.829 0.053 0.203 -0.60 -1.89 2.91
N 0.580 0.214 -0.542 2.72 2.49 -0.05
N -0.002 1.604 -0.390 4.89 1.28 -0.66
C -0.356 -0.731 -0.399 -6.48 -1.42 0.82
C -1.662 -0.183 0.356 -4.91 -0.15 1.06
C -2.855 0.022 0.809 5.29 -0.60 -3.00
N -0.490 -1.919 -0.899 -0.98 2.50 2.64
H 0.398 -2.153 -1.197 2.50 -1.04 -1.77
H 2.619 0.881 -0.133 -1.53 -2.22 1.23
H 0.904 2.004 0.344 -3.78 -0.46 -3.07
H 0.090 2.120 -1.463 0.14 -1.81 3.97
H -3.922 0.344 0.899 1.75 -0.54 0.27
```
Positions in Å, forces in eV/Å.

Its structure (SMILES) is [H]/N=C\N(N)/C(C#C)=N\[H]. The LUMO energy is -0.006 Eh.

The following is a DFT calculation (ωB97M-V/def2-TZVPD) of the molecule C4H6N4 in a non-equilibrium geometry.

XYZ file:
```
14
Properties=species:S:1:pos:R:3:forces:R:3
C 0.270 -1.882 0.016 -2.09 5.09 0.48
N -0.914 -2.228 0.489 -1.13 -5.53 2.71
N -1.750 -1.280 0.805 -1.11 1.02 -0.31
N -1.231 -0.115 0.439 2.05 -3.77 -0.02
C 0.054 -0.490 0.018 -0.21 -0.11 -1.12
N 0.953 0.468 -0.430 -0.66 1.17 0.41
C 0.610 1.717 0.312 2.09 0.99 0.03
C 0.294 1.600 -1.128 3.19 1.51 0.86
H 1.082 -2.495 -0.089 1.67 -1.27 -0.49
H -1.035 -3.221 0.943 -0.35 2.77 -1.35
H 1.497 2.351 0.526 -0.78 -0.62 0.28
H -0.195 1.658 1.035 0.32 0.11 -0.12
H 1.091 2.175 -1.666 -1.47 -0.71 -0.30
H -0.728 1.741 -1.270 -1.53 -0.66 -1.06
```
Positions in Å, forces in eV/Å.

Its structure (SMILES) is c1[nH]nnc1N1CC1. The LUMO energy is 0.029 Eh.

The calculation returns the following ΔE to the lowest compared entry with this formula, charge and spin values, one per record and in order: 126.5, 224.0, 71.6, 156.0, 49.8, 0.0, 76.4, 0.0, 175.7, 88.1 kcal/mol.